Entry one
# C4H14N2O

A cluster of 2 separate species, C4H14N2O in total (wB97M-V/def2-TZVPD, OMol25).

Last column: natural (NBO) charge in e.
Positions of all 21 atoms, in Å:
C 0.572 -0.550 0.488  -0.218
C -0.296 0.682 0.605  -0.425
C 0.282 1.857 -0.197  -0.421
C -0.150 1.970 -1.692  -0.215
N 0.946 1.525 -2.561  -0.826
N 1.915 -0.539 1.109  -0.836
H 0.778 -0.765 -0.558  0.170
H 0.123 -1.471 0.870  0.195
H -0.465 1.051 1.613  0.207
H -1.290 0.478 0.197  0.203
H -0.028 2.796 0.281  0.207
H 1.363 2.010 -0.252  0.213
H -0.317 3.022 -1.877  0.187
H -1.107 1.450 -1.825  0.157
H 1.159 0.583 -2.309  0.344
H 0.630 1.467 -3.528  0.353
H 1.837 -0.802 2.084  0.353
H 2.351 0.377 1.042  0.352
H -3.021 -3.205 1.789  0.463
H -2.778 -4.510 1.152  0.464
O -2.720 -4.094 2.024  -0.927

## Properties
gap between HOMO and LUMO = 9.932 eV
structure (SMILES) = NCCCCN.O

---

Entry two
# C4H14N2O

A cluster of 2 separate species, C4H14N2O in total (wB97M-V/def2-TZVPD, OMol25).

Last column: natural (NBO) charge in e.
Positions of all 21 atoms, in Å:
N 1.757 -0.045 -0.136  -0.856
C 1.091 -1.247 -0.605  -0.228
C -0.404 -1.525 -0.129  -0.234
N -1.247 -0.441 -0.645  -0.635
C -1.466 0.753 0.203  -0.223
C -1.693 1.973 -0.627  -0.635
H 1.074 0.696 -0.052  0.371
H 2.431 0.083 -0.868  0.375
H 1.652 -2.165 -0.294  0.200
H 1.182 -1.197 -1.789  0.159
H -0.819 -2.509 -0.470  0.213
H -0.528 -1.610 1.007  0.198
H -0.825 -0.142 -1.511  0.346
H -2.237 0.515 0.861  0.194
H -0.600 0.880 0.974  0.142
H -2.467 1.784 -1.375  0.222
H -0.721 2.269 -1.133  0.201
H -2.097 3.029 -0.175  0.230
H 1.336 -0.542 2.730  0.454
H 2.298 -0.093 1.563  0.490
O 2.283 -0.468 2.470  -0.983

## Properties
gap between HOMO and LUMO = 9.794 eV
structure (SMILES) = CCNCCN.O

---

Entry three
# C4H14N2O

A cluster of 2 separate species, C4H14N2O in total (wB97M-V/def2-TZVPD, OMol25).

Last column: natural (NBO) charge in e.
Positions of all 21 atoms, in Å:
C 0.600 -1.559 0.575  -0.204
C 1.405 -0.248 0.307  -0.429
C 0.572 1.011 0.360  -0.439
C -0.084 1.386 -0.937  -0.225
N 0.900 1.621 -2.030  -0.837
N 0.198 -1.860 1.922  -0.855
H -0.302 -1.497 -0.041  0.187
H 1.242 -2.400 0.203  0.183
H 2.311 -0.202 0.953  0.205
H 1.897 -0.470 -0.652  0.200
H 1.156 1.879 0.701  0.207
H -0.190 0.948 1.170  0.212
H -0.832 0.657 -1.275  0.176
H -0.710 2.313 -1.000  0.192
H 0.937 0.795 -2.614  0.349
H 1.836 1.716 -1.653  0.349
H 0.886 -2.090 2.619  0.364
H -0.474 -1.197 2.279  0.361
H -3.109 0.628 -0.398  0.463
H -2.974 -0.693 -0.942  0.463
O -3.033 -0.275 -0.072  -0.922

## Properties
gap between HOMO and LUMO = 9.531 eV
structure (SMILES) = NCCCCN.O

---

Of them, the most stable is entry one and the least stable is entry two.

---

Entry one
# C4H14N2O

A cluster of 2 separate species, C4H14N2O in total (wB97M-V/def2-TZVPD, OMol25).

Last column: natural (NBO) charge in e.
Positions of all 21 atoms, in Å:
C 0.490 0.041 -0.123  -0.406
C 0.102 -1.457 -0.166  -0.402
C 1.168 -2.297 -0.890  -0.222
N 0.653 -2.656 -2.248  -0.827
C -0.638 0.850 0.464  -0.215
N -0.291 2.267 0.621  -0.878
H 0.676 0.291 -1.175  0.203
H 1.391 0.132 0.479  0.194
H -0.832 -1.562 -0.714  0.212
H -0.005 -1.725 0.889  0.196
H 1.285 -3.249 -0.349  0.172
H 2.117 -1.773 -0.935  0.188
H 1.460 -2.970 -2.786  0.348
H 0.175 -3.549 -2.142  0.346
H -1.544 0.754 -0.143  0.189
H -0.873 0.460 1.459  0.175
H 0.651 2.479 0.328  0.368
H -0.921 2.919 0.177  0.377
H -1.503 4.263 2.896  0.461
H -1.474 3.049 2.015  0.484
O -2.087 3.734 2.342  -0.965

## Properties
gap between HOMO and LUMO = 10.392 eV
structure (SMILES) = NCCCCN.O

---

Entry two
# C4H14N2O

A cluster of 2 separate species, C4H14N2O in total (wB97M-V/def2-TZVPD, OMol25).

Last column: natural (NBO) charge in e.
Positions of all 21 atoms, in Å:
C -1.451 1.016 -0.331  -0.208
C -0.421 1.187 0.827  -0.434
C 0.427 -0.062 1.050  -0.219
C 2.254 -1.573 0.618  -0.432
N 1.625 -0.298 0.199  -0.635
N -2.813 1.515 -0.041  -0.849
H -1.593 -0.042 -0.511  0.178
H -1.039 1.606 -1.147  0.192
H 0.119 2.127 0.711  0.210
H -0.883 1.317 1.813  0.207
H -0.118 -1.010 0.986  0.187
H 0.735 -0.030 2.110  0.166
H 2.549 -1.568 1.680  0.174
H 1.664 -2.412 0.271  0.210
H 3.260 -1.561 0.186  0.205
H 2.307 0.397 0.481  0.355
H -3.404 0.723 0.135  0.355
H -2.925 2.206 0.676  0.359
H 0.758 -0.987 -1.432  0.491
H -0.607 -1.531 -2.027  0.462
O 0.330 -1.414 -2.181  -0.971

## Properties
gap between HOMO and LUMO = 9.947 eV
structure (SMILES) = CNCCCN.O

---

Entry three
# C4H14N2O

A cluster of 2 separate species, C4H14N2O in total (wB97M-V/def2-TZVPD, OMol25).

Last column: natural (NBO) charge in e.
Positions of all 21 atoms, in Å:
C 1.345 0.773 0.296  -0.232
C 0.283 1.585 -0.416  -0.421
C -1.182 1.191 -0.109  -0.220
C -2.820 1.212 1.716  -0.401
N -1.424 1.128 1.303  -0.637
N 1.626 -0.617 -0.043  -0.827
H 1.113 0.855 1.365  0.185
H 2.320 1.273 0.284  0.195
H 0.491 2.608 -0.077  0.208
H 0.548 1.664 -1.479  0.199
H -1.351 0.273 -0.708  0.149
H -1.849 1.897 -0.599  0.196
H -3.333 1.877 1.027  0.194
H -3.315 0.236 1.678  0.168
H -2.892 1.600 2.727  0.198
H -0.943 0.331 1.699  0.357
H 1.947 -0.717 -1.001  0.349
H 0.766 -1.148 0.011  0.340
H 2.939 -5.987 -2.084  0.472
H 2.560 -4.641 -2.797  0.472
O 3.170 -5.395 -2.794  -0.944

## Properties
gap between HOMO and LUMO = 9.482 eV
structure (SMILES) = CNCCCN.O

---

Of them, the most stable is entry one and the least stable is entry two.

---

Entry one
# C4H14N2O

A cluster of 2 separate species, C4H14N2O in total (wB97M-V/def2-TZVPD, OMol25).

Last column: natural (NBO) charge in e.
Positions of all 21 atoms, in Å:
N -0.230 1.863 -0.048  -0.882
C 0.905 0.934 0.092  -0.063
C 1.337 0.809 1.538  -0.629
C 0.584 -0.473 -0.468  -0.216
N 0.458 -0.630 -1.899  -0.624
C 0.628 -2.040 -2.350  -0.419
H -1.087 1.714 -0.560  0.370
H 0.168 2.750 -0.269  0.362
H 1.672 1.237 -0.631  0.189
H 1.185 1.682 2.175  0.224
H 0.794 0.072 2.148  0.216
H 2.405 0.596 1.609  0.208
H 1.463 -1.065 -0.163  0.187
H -0.227 -0.925 0.130  0.159
H -0.487 -0.350 -2.135  0.342
H 0.564 -2.655 -1.427  0.176
H 1.698 -2.170 -2.524  0.195
H -0.069 -2.263 -3.143  0.207
H -3.329 0.445 3.000  0.471
H -2.770 -0.209 1.733  0.468
O -2.980 -0.373 2.636  -0.939

## Properties
gap between HOMO and LUMO = 9.735 eV
structure (SMILES) = CNC[C@H](C)N.O

---

Entry two
# C4H14N2O

A cluster of 2 separate species, C4H14N2O in total (wB97M-V/def2-TZVPD, OMol25).

Last column: natural (NBO) charge in e.
Positions of all 21 atoms, in Å:
C -1.410 -0.865 -2.270  -0.635
C -0.747 -0.513 -0.951  -0.054
C -0.859 -1.374 0.310  -0.452
C 0.454 -1.431 1.108  -0.227
N 1.613 -1.917 0.329  -0.851
N -1.526 0.677 -0.424  -0.854
H -0.740 -1.466 -2.835  0.216
H -2.391 -1.399 -2.194  0.222
H -1.448 0.074 -2.895  0.211
H 0.403 -0.106 -1.074  0.176
H -1.259 -2.332 -0.005  0.202
H -1.782 -0.992 0.839  0.256
H 0.777 -0.421 1.549  0.184
H 0.415 -2.323 1.863  0.205
H 2.464 -1.403 0.544  0.359
H 1.381 -1.772 -0.684  0.346
H -0.906 1.504 -0.415  0.354
H -2.175 0.955 -1.226  0.344
H 2.346 4.724 3.491  0.469
H 2.770 5.636 2.327  0.472
O 2.619 4.744 2.612  -0.940

## Properties
gap between HOMO and LUMO = 9.705 eV
structure (SMILES) = C[C@@H](N)CCN.O

---

Of them, the most stable is entry one and the least stable is entry two.